Computed, not measured: 16 unconnected molecules or ions with the total composition C78H134N5O38 in a non-equilibrium geometry, with ωB97M-V/def2-TZVPD.

```
255
Properties=species:S:1:pos:R:3
C -4.028 -2.543 4.070
C -3.082 -2.888 2.917
O -3.582 -4.176 2.454
C -4.879 -4.241 2.833
O -5.676 -5.074 2.483
O -5.188 -3.280 3.756
H -4.299 -1.450 4.077
H -3.633 -2.995 4.969
H -2.065 -3.125 3.205
H -3.159 -2.175 2.131
C 5.573 -5.910 1.333
C 5.474 -4.662 2.196
O 4.098 -4.689 2.705
C 3.662 -5.944 2.695
O 2.678 -6.302 3.245
O 4.511 -6.725 1.971
H 6.494 -6.495 1.400
H 5.324 -5.824 0.243
H 5.536 -3.708 1.723
H 6.168 -4.637 3.015
C 1.763 0.808 7.310
C 0.489 1.669 7.024
O 1.025 2.638 6.065
C 2.358 2.667 6.067
O 3.040 3.443 5.461
O 2.810 1.673 6.835
H 1.787 -0.083 6.754
H 1.967 0.562 8.325
H 0.315 2.244 7.964
H -0.371 1.122 6.688
C -2.232 -5.627 -0.302
C -3.062 -4.340 -0.369
O -2.976 -4.018 -1.807
C -2.019 -4.743 -2.464
O -1.765 -4.499 -3.647
O -1.586 -5.754 -1.711
H -2.765 -6.585 -0.215
H -1.482 -5.536 0.469
H -2.608 -3.507 0.150
H -4.015 -4.629 -0.004
C 5.439 -0.248 3.187
C 4.320 0.758 3.744
O 3.251 0.479 2.850
C 3.778 0.089 1.705
O 3.362 0.322 0.597
O 4.979 -0.467 1.883
H 5.557 -1.193 3.751
H 6.375 0.305 3.073
H 4.526 1.832 3.558
H 4.015 0.581 4.796
C -5.369 3.050 5.444
C -6.569 3.324 6.362
O -6.856 1.930 6.806
C -5.748 1.174 6.579
O -5.785 0.011 6.809
O -4.767 1.852 5.998
H -4.611 3.893 5.495
H -5.641 2.897 4.381
H -7.369 3.764 5.717
H -6.238 3.930 7.173
C -1.927 -1.514 -4.797
C -3.481 -1.319 -4.625
O -3.579 0.046 -4.317
C -2.329 0.630 -4.228
O -2.139 1.778 -4.060
O -1.374 -0.243 -4.509
H -1.740 -1.801 -5.806
H -1.533 -2.272 -4.091
H -3.805 -1.901 -3.762
H -4.127 -1.542 -5.539
C 1.504 -4.091 4.969
C 0.077 -4.012 4.368
O -0.310 -2.629 4.556
C 0.775 -1.966 4.858
O 0.839 -0.717 4.862
O 1.893 -2.743 4.933
H 2.191 -4.703 4.388
H 1.509 -4.418 6.019
H -0.638 -4.684 4.736
H 0.170 -4.132 3.300
C 7.233 -1.699 -1.652
C 5.729 -1.959 -1.282
O 5.894 -3.198 -0.586
C 7.135 -3.705 -0.663
O 7.408 -4.768 -0.268
O 7.937 -2.891 -1.336
H 7.681 -0.928 -1.013
H 7.489 -1.393 -2.673
H 5.115 -2.167 -2.126
H 5.413 -1.154 -0.657
C 0.387 5.463 4.120
C 0.126 5.649 2.644
O -1.294 5.766 2.618
C -1.815 5.278 3.761
O -2.999 5.062 4.007
O -0.830 5.020 4.666
H 0.735 6.406 4.515
H 1.197 4.753 4.379
H 0.453 4.783 2.116
H 0.689 6.472 2.169
C -2.584 -0.345 8.015
C -3.362 -1.616 8.169
O -2.474 -2.507 7.455
C -1.184 -2.011 7.537
O -0.217 -2.630 7.238
O -1.196 -0.820 8.129
H -2.657 0.288 8.972
H -2.627 0.249 7.065
H -4.368 -1.553 7.698
H -3.489 -2.103 9.126
C 7.442 2.066 -1.648
C 5.950 2.489 -1.918
C 5.934 3.771 -2.753
C 4.562 3.923 -3.377
C 4.038 2.865 -4.155
C 4.183 1.532 -3.419
N 5.388 1.487 -2.755
O 5.820 0.298 -2.416
C 3.045 1.132 -2.575
C 4.327 0.269 -4.470
C 5.217 2.751 -0.614
H 8.073 2.882 -1.212
H 7.905 1.866 -2.644
H 7.324 1.150 -1.125
H 6.126 4.705 -2.165
H 6.709 3.745 -3.544
H 4.677 4.745 -4.146
H 3.830 4.236 -2.603
H 4.462 2.867 -5.206
H 2.990 2.997 -4.266
H 3.175 0.743 -1.553
H 2.841 2.202 -2.196
H 2.042 0.918 -3.007
H 5.297 0.356 -4.739
H 4.122 -0.583 -3.837
H 3.570 0.596 -5.151
H 4.269 3.272 -0.908
H 5.575 3.255 0.306
H 4.779 1.833 -0.166
C -1.309 -0.857 -1.392
C -0.770 -0.375 -0.044
C -0.111 1.055 -0.367
C 0.205 1.913 0.793
C -1.130 2.178 1.501
C -1.810 0.888 2.030
N -1.905 -0.156 0.791
O -3.039 -0.705 0.587
C -0.884 0.445 3.254
C -3.244 1.220 2.200
C 0.160 -1.414 0.544
H -2.134 -0.330 -1.903
H -1.650 -1.926 -1.265
H -0.365 -0.761 -2.025
H 0.812 0.834 -0.968
H -0.701 1.616 -1.096
H 0.686 2.727 0.375
H 0.802 1.513 1.653
H -1.711 2.685 0.752
H -0.885 2.947 2.263
H 0.224 0.155 3.095
H -1.097 1.193 3.965
H -1.541 -0.330 3.609
H -3.226 2.144 2.881
H -3.806 1.125 1.265
H -3.553 0.297 2.705
H 0.390 -0.924 1.549
H 1.068 -1.615 0.071
H -0.277 -2.365 0.863
C -8.465 0.042 -0.137
C -6.980 -0.127 -0.359
C -6.477 -0.856 -1.495
C -6.666 -0.155 -2.865
C -6.562 1.375 -2.777
C -5.915 1.878 -1.426
N -6.367 1.222 -0.177
O -6.221 1.819 0.941
C -4.314 1.472 -1.548
C -5.844 3.336 -1.169
C -6.665 -1.066 0.980
H -8.912 0.384 -1.048
H -8.742 0.791 0.526
H -8.976 -0.786 0.335
H -5.478 -1.236 -1.209
H -7.175 -1.694 -1.636
H -7.517 -0.261 -3.526
H -6.046 -0.725 -3.546
H -7.647 1.671 -2.642
H -6.146 2.012 -3.544
H -4.208 0.426 -1.253
H -4.098 1.567 -2.595
H -3.580 1.992 -1.001
H -6.927 3.508 -1.002
H -5.497 3.678 -0.231
H -5.605 3.979 -1.982
H -6.929 -2.120 0.986
H -7.248 -0.720 1.779
H -5.648 -1.024 1.421
C 0.027 5.866 -4.786
C -1.133 6.904 -4.214
C -2.626 6.685 -4.423
C -3.259 5.385 -3.863
C -3.057 5.975 -2.338
C -1.701 6.106 -1.754
N -1.051 6.985 -2.681
O 0.031 7.563 -2.345
C -1.755 7.015 -0.539
C -1.122 4.670 -1.536
C -0.817 8.184 -4.819
H -0.146 4.801 -4.642
H 1.044 6.276 -4.757
H -0.130 5.817 -5.836
H -3.051 7.687 -4.089
H -3.027 6.612 -5.522
H -2.771 4.494 -4.254
H -4.281 5.050 -3.952
H -3.717 5.264 -1.863
H -3.680 6.934 -2.237
H -2.166 7.982 -0.523
H -2.362 6.406 0.163
H -0.756 6.999 -0.161
H -0.100 4.380 -1.324
H -1.770 4.329 -0.768
H -1.485 3.937 -2.209
H 0.192 8.376 -4.648
H -1.388 9.018 -4.528
H -0.874 8.148 -5.882
C 3.265 -6.999 -2.329
C 4.000 -6.764 -3.606
C 3.279 -7.512 -4.751
C 3.648 -7.051 -6.163
C 3.228 -5.590 -6.287
C 3.709 -4.528 -5.325
N 3.861 -5.175 -3.925
O 3.992 -4.507 -2.947
C 5.122 -3.975 -5.679
C 2.791 -3.329 -5.118
C 5.456 -6.932 -3.461
H 3.527 -7.915 -1.714
H 2.221 -7.172 -2.513
H 3.344 -6.218 -1.586
H 3.622 -8.570 -4.552
H 2.242 -7.305 -4.738
H 3.097 -7.665 -6.913
H 4.718 -7.221 -6.213
H 2.142 -5.590 -6.194
H 3.443 -5.024 -7.266
H 5.588 -3.207 -5.062
H 5.959 -4.649 -6.039
H 4.765 -3.414 -6.565
H 2.631 -2.890 -6.057
H 1.791 -3.569 -4.653
H 3.143 -2.422 -4.562
H 6.044 -7.083 -4.341
H 5.655 -7.782 -2.881
H 5.885 -6.181 -2.781
```

spin multiplicity: 6
⟨S²⟩: 8.7717
lowest unoccupied orbital energy (spin up / spin down): 0.4 / -0.1 eV
Kohn-Sham gap (spin up / spin down): 7.2 / 8.5 eV
DFT total energy: -6184.71322 a.u.